8
Properties=species:S:1:pos:R:3 method="wB97M-V/def2-TZVPD" e_tot_ev=-14489.66200
C 0.732 -0.246 -0.710
C -0.242 -0.110 0.012
C 2.321 0.209 -2.251
O 3.333 0.609 -1.871
P -1.691 -0.394 0.999
H 1.578 0.128 -3.059
H -2.289 -0.609 -0.226
H -2.127 0.789 1.302

***

8
Properties=species:S:1:pos:R:3 method="wB97M-V/def2-TZVPD" total_charge=+1 e_tot_ev=-16033.45459
C -0.747 -0.120 0.004
C 0.137 -1.167 0.001
C -0.084 1.099 0.002
O 1.222 1.016 -0.001
S 1.832 -0.479 -0.002
H -1.818 -0.218 0.007
H -0.032 -2.225 0.000
H -0.511 2.093 -0.012

***

65
Properties=species:S:1:pos:R:3 method="wB97M-V/def2-TZVPD" total_charge=+2 e_tot_ev=-39552.95101
C 2.005 1.055 -0.372
C 1.537 2.010 -1.448
C 0.489 1.535 -2.456
N -0.788 1.122 -1.808
N 1.112 1.119 0.843
H 3.008 1.273 -0.029
H 2.146 0.091 -0.864
H 2.377 2.239 -2.110
H 1.209 2.972 -1.038
H 0.305 2.289 -3.209
H 0.879 0.656 -2.957
H -1.531 0.768 -2.429
H -0.583 0.399 -1.117
H -1.272 1.956 -1.459
H 0.949 0.158 1.173
H 0.192 1.541 0.684
H 1.604 1.607 1.574
H 2.659 -2.152 0.738
H 1.789 -3.122 1.468
O 1.713 -2.323 0.917
H 0.998 -0.022 3.927
H 1.604 -1.073 3.020
O 1.516 -0.115 3.115
H 0.554 -4.339 3.385
H 2.095 -4.406 3.013
O 1.397 -3.876 3.402
H -1.231 1.936 4.392
H -0.416 1.890 5.765
O -0.728 1.397 5.003
H -4.335 -2.785 0.256
H -3.041 -3.282 1.039
O -3.421 -3.072 0.177
H 0.106 0.562 -5.217
H -1.329 -0.064 -5.079
O -0.700 0.551 -4.694
H -0.462 3.866 -0.025
H -1.920 3.691 0.626
O -1.094 3.270 0.378
H -1.061 -2.433 -0.893
H 0.433 -2.587 -0.582
O -0.216 -1.974 -0.958
H 0.293 3.669 3.337
H 1.044 4.810 2.662
O 0.740 3.907 2.518
H -1.295 -3.958 0.745
H -0.768 -5.305 1.218
O -1.365 -4.591 1.465
H -1.410 5.082 -2.125
H -2.468 4.642 -3.149
O -1.917 4.322 -2.426
H 1.954 -1.617 -3.468
H 3.275 -2.345 -3.427
O 2.800 -1.618 -3.007
H 4.039 -1.026 -0.895
H 4.951 -1.213 0.374
O 4.063 -1.319 0.022
H -3.216 -1.579 -0.912
H -3.475 -1.100 -2.304
O -2.825 -0.998 -1.602
H 0.031 -2.524 4.063
H -1.330 -1.891 4.475
O -0.633 -1.875 3.813
H -3.506 2.075 -2.133
H -4.173 0.810 -2.682
O -3.360 1.318 -2.713

***

9
Properties=species:S:1:pos:R:3 method="wB97M-V/def2-TZVPD" multiplicity=2 s2=0.784 e_tot_ev=-9212.96733
C -1.632 -0.530 -0.617
C -1.360 0.677 0.277
C -1.289 -0.780 0.663
H -2.454 -0.738 -1.305
H -1.614 1.285 1.155
H -0.972 1.574 -0.229
H -0.685 -1.560 1.132
O 0.531 -0.952 -1.303
Ag 1.446 0.573 -0.013

***

12
Properties=species:S:1:pos:R:3 method="wB97M-V/def2-TZVPD" total_charge=+1 e_tot_ev=-17952.04278
C -2.395 -0.670 0.030
C -1.098 -0.002 0.370
O 0.025 -0.807 -0.099
C 1.232 -0.402 0.143
O 1.490 0.702 0.726
O 2.205 -1.179 -0.138
O -3.339 0.355 -0.353
H -2.772 -1.164 0.952
H -1.114 1.046 -0.139
H -3.077 1.266 0.036
Al 2.982 0.204 0.528
H -0.894 0.215 1.438

***

13
Properties=species:S:1:pos:R:3 method="wB97M-V/def2-TZVPD" smiles=OB(O)n1nccc1Br e_tot_ev=-80970.94813
O -0.800 2.205 0.367
B 0.226 1.430 -0.040
O 1.403 2.024 -0.260
N 0.120 -0.029 -0.012
N 1.184 -0.776 -0.090
C 0.888 -2.033 -0.003
C -0.511 -2.279 0.118
C -0.993 -0.716 0.136
Br -2.757 -0.171 -0.064
H -0.689 3.081 0.168
H 1.295 3.003 -0.175
H 1.712 -2.655 -0.218
H -1.078 -3.083 0.073

***

9
Properties=species:S:1:pos:R:3 method="wB97M-V/def2-TZVPD" e_tot_ev=-5337.75967
B 1.260 -1.399 -0.842
C -0.257 0.404 0.681
C -1.975 2.048 0.889
C -0.924 1.484 1.048
N 0.276 -0.280 -0.066
H 0.946 -1.318 -2.002
H 0.948 -2.444 -0.372
H -2.663 2.792 1.183
H 2.391 -1.287 -0.519

***

22
Properties=species:S:1:pos:R:3 method="wB97M-V/def2-TZVPD" total_charge=-1 multiplicity=5 s2=6.012 e_tot_ev=-215034.90404
Fe -1.216 -0.339 -0.518
O 0.162 1.913 2.011
P -0.078 2.045 0.422
O 0.463 3.308 -0.092
O -1.526 1.613 0.159
O 0.259 0.493 -1.549
P 1.239 -2.025 -0.160
O 1.934 -2.623 -1.477
O 1.772 -2.607 1.085
O -0.265 -2.058 -0.420
H 0.826 2.562 2.270
H 2.877 -2.770 -1.299
Br -3.820 -0.063 -1.741
C -4.239 0.541 0.053
Br -3.615 -0.746 1.352
H -5.312 0.647 0.141
H -3.671 1.450 0.212
N 0.638 0.582 -0.137
C 1.760 -0.229 -0.111
N 2.947 0.236 0.021
C 3.963 -0.630 -0.072
N 4.901 -1.300 -0.150

***

11
Properties=species:S:1:pos:R:3 method="wB97M-V/def2-TZVPD" e_tot_ev=-110781.85549
C -1.298 -0.200 -0.492
C -0.346 -1.120 0.158
C 1.390 1.083 0.437
Cl -1.599 1.080 0.765
Cl 0.780 -2.087 -0.760
Cl 1.350 1.909 -1.056
Br 2.878 -0.076 0.617
H -2.282 -0.562 -0.703
H -0.958 0.304 -1.301
H -0.582 -1.548 1.196
H 0.666 1.218 1.139

***

9
Properties=species:S:1:pos:R:3 method="wB97M-V/def2-TZVPD" e_tot_ev=-75930.59463
C -0.098 0.205 0.266
C 1.406 -0.483 0.101
C -1.348 -0.013 -0.383
F 2.307 0.009 1.009
Br -3.025 -0.347 0.578
H -0.100 0.639 1.200
H 0.431 0.848 -0.570
H 1.731 -0.391 -0.867
H -1.303 -0.466 -1.333